Model w:
52
Properties=species:S:1:pos:R:3 method="wB97M-V/def2-TZVPD" spin_multiplicity=1 homo_energy_ev=-9.352 lumo_energy_ev=0.0867
C -1.872 -0.681 -1.852
C -1.162 0.683 -1.777
O -1.368 1.503 -2.674
N -0.423 0.914 -0.667
C -0.255 -0.049 0.450
C 0.495 0.677 1.552
C 1.071 -0.237 2.614
O 1.068 -1.636 2.316
H -2.496 -0.641 -2.737
H -1.084 -1.491 -2.058
H -2.498 -0.979 -0.968
H 0.267 1.766 -0.626
H -1.390 -0.264 0.504
H 0.135 -1.033 0.098
H -0.233 1.394 1.913
H 1.387 1.326 1.266
H 0.756 -0.065 3.585
H 2.189 -0.099 2.676
H 0.150 -1.961 2.126
O 2.897 -3.615 -1.344
H 2.782 -3.176 -2.280
H 2.061 -4.102 -1.417
O -3.069 3.020 2.177
H -2.154 2.600 2.204
H -3.556 2.648 1.429
O 1.206 -2.255 -2.919
H 1.639 -1.385 -2.634
H 1.534 -2.344 -3.815
O 2.218 0.048 -2.000
H 1.592 0.824 -1.924
H 2.337 -0.253 -1.118
O -3.539 -1.364 0.669
H -3.841 -0.408 0.497
H -4.301 -1.744 1.146
O 2.004 2.535 -0.888
H 2.669 2.925 -1.497
H 2.500 1.943 -0.379
O -1.521 -2.243 2.002
H -2.171 -1.940 1.388
H -1.285 -3.019 1.473
O -3.694 1.316 0.297
H -2.662 1.200 0.173
H -4.091 1.554 -0.596
O 3.642 0.838 0.216
H 3.153 0.132 0.390
H 4.323 0.564 -0.366
O 2.314 -1.569 0.085
H 1.986 -1.919 0.932
H 2.558 -2.230 -0.515
O -0.396 3.882 0.951
H -0.665 4.493 1.550
H -1.204 3.915 0.371

=====

Model x:
52
Properties=species:S:1:pos:R:3 method="wB97M-V/def2-TZVPD" spin_multiplicity=1 homo_energy_ev=-10.314 lumo_energy_ev=0.0362
C 0.134 -1.684 0.347
C -1.184 -1.147 -0.120
O -2.243 -2.080 -0.161
C -1.093 -0.427 -1.456
C -0.022 0.685 -1.442
N -0.266 1.599 -0.359
C -0.960 2.715 -0.488
O -1.228 3.467 0.454
H 0.637 -2.520 -0.180
H 0.101 -2.075 1.378
H 0.886 -0.884 0.311
H -1.519 -0.389 0.630
H -1.985 -2.864 0.339
H -0.845 -1.224 -2.167
H -2.001 0.023 -1.833
H 0.015 1.050 -2.493
H 1.016 0.340 -1.495
H 0.133 1.237 0.495
H -1.339 2.959 -1.489
O 0.982 0.792 3.164
H 0.314 1.519 3.100
H 0.707 0.195 3.865
O 4.670 -0.303 0.469
H 3.893 0.273 0.691
H 4.518 -0.885 1.237
O 3.497 -1.747 -4.252
H 3.910 -2.608 -4.152
H 2.548 -1.876 -4.328
O 4.609 -1.687 -1.721
H 5.003 -1.089 -2.378
H 4.678 -1.208 -0.844
O -1.214 2.403 2.784
H -1.070 2.446 1.798
H -1.492 3.301 2.988
O -3.742 1.529 -3.130
H -3.463 1.849 -2.255
H -4.504 0.984 -2.905
O -3.035 1.550 0.361
H -3.688 2.118 0.782
H -3.392 0.639 0.382
O -2.449 0.045 3.338
H -1.969 0.735 2.825
H -3.204 0.558 3.655
O 3.294 -3.973 -2.294
H 4.067 -3.398 -2.092
H 2.568 -3.619 -1.778
O -4.629 -0.633 0.729
H -4.913 -0.680 1.648
H -3.820 -1.167 0.641
O 3.307 1.609 2.176
H 2.534 1.108 2.572
H 3.251 2.442 2.651

=====

Model y:
52
Properties=species:S:1:pos:R:3 method="wB97M-V/def2-TZVPD" spin_multiplicity=1 homo_energy_ev=-9.598 lumo_energy_ev=0.0411
C -1.529 -1.398 2.499
N -0.913 -0.984 1.279
C -1.020 -2.083 0.295
C 0.143 -0.112 1.189
O 0.549 0.539 2.142
C 0.782 0.155 -0.139
C 2.147 -0.461 -0.487
O 2.236 -1.862 -0.346
H -2.625 -1.068 2.723
H -1.373 -2.593 2.636
H -0.877 -0.962 3.328
H -0.996 -3.078 0.810
H -0.338 -2.089 -0.583
H -2.032 -2.067 0.033
H 0.195 -0.096 -0.977
H 0.883 1.256 -0.208
H 2.414 -0.416 -1.552
H 3.061 -0.081 0.145
H 1.927 -2.087 0.611
O 3.414 2.983 0.320
H 2.948 2.756 1.120
H 4.078 2.220 0.283
O -0.789 2.860 2.265
H -1.075 2.427 1.523
H -0.232 2.099 2.566
O -2.951 2.484 -0.118
H -3.745 2.710 -0.064
H -2.227 3.130 -0.370
O -0.112 3.433 -0.686
H 0.088 3.718 0.202
H -0.390 4.178 -1.145
O -0.157 -3.949 -1.530
H -0.195 -4.690 -0.890
H 0.815 -3.737 -1.648
O 0.595 -0.272 -4.353
H 1.325 -0.804 -4.117
H 0.842 0.521 -4.005
O -3.713 -0.535 -0.672
H -3.754 0.019 0.170
H -3.648 0.153 -1.482
O 1.070 -2.895 2.206
H 1.715 -3.184 1.531
H 1.613 -2.392 2.823
O -2.059 -0.176 -3.740
H -2.298 -1.026 -3.462
H -1.155 -0.504 -4.098
O 1.977 -0.621 4.182
H 2.740 -0.013 4.084
H 1.221 -0.104 3.823
O 0.447 2.002 -3.107
H 0.752 2.168 -2.323
H -0.465 1.974 -3.074

=====

Most stable = model x

=====

Model w:
10
Properties=species:S:1:pos:R:3 method="wB97M-V/def2-TZVPD" spin_multiplicity=1 total_charge=-1 homo_energy_ev=-3.319 lumo_energy_ev=3.4037
N 1.130 -0.775 0.237
Si 0.132 0.428 -0.639
S 1.457 2.149 0.017
C -1.927 -0.503 -0.116
O -1.638 -1.664 0.074
O -2.863 0.202 -0.262
H 0.671 -1.662 0.456
H 1.644 -0.458 1.097
H 0.631 0.357 -2.023
H 0.764 1.926 1.160

=====

Model x:
10
Properties=species:S:1:pos:R:3 method="wB97M-V/def2-TZVPD" spin_multiplicity=1 total_charge=-1 homo_energy_ev=-3.609 lumo_energy_ev=3.2801
N -0.435 1.282 -0.850
Si 0.489 0.298 0.442
S 2.281 -0.182 -0.725
C -0.731 -1.130 1.088
O -1.372 -0.726 2.062
O -0.614 -2.227 0.532
H -1.476 1.226 -0.502
H -0.258 0.955 -1.819
H 0.727 1.372 1.312
H 1.389 -0.867 -1.539

=====

Most stable = model x

=====

Model w:
17
Properties=species:S:1:pos:R:3 method="wB97M-V/def2-TZVPD" spin_multiplicity=1 homo_energy_ev=-9.941 lumo_energy_ev=-0.9788
C 0.078 -1.446 0.329
C -0.351 0.530 -1.106
C 0.778 0.791 1.137
C 0.162 -0.138 0.139
O -0.950 -2.562 3.703
O 0.260 -0.500 4.171
F -3.029 -0.107 0.336
S -0.828 -1.148 3.486
H -0.363 -2.107 -0.402
H 0.482 -1.926 1.205
H -2.425 -0.323 -0.345
H 0.489 0.911 -1.688
H -0.976 1.387 -0.853
H -0.899 -0.160 -1.745
H 1.609 1.333 0.683
H 0.045 1.529 1.459
H 1.147 0.259 2.008

=====

Model x:
17
Properties=species:S:1:pos:R:3 method="wB97M-V/def2-TZVPD" spin_multiplicity=1 homo_energy_ev=-10.201 lumo_energy_ev=0.4135
C 0.031 -1.018 -1.187
C -0.356 -0.483 1.303
C -0.716 1.225 -0.419
C 0.182 0.039 -0.058
O 2.446 -1.246 0.310
O -1.275 1.947 0.681
F 2.214 0.802 -1.245
S 1.968 0.111 0.343
H 0.402 -0.424 -1.991
H 0.707 -1.952 -1.117
H -1.051 -1.166 -1.163
H -0.194 0.126 2.204
H 0.111 -1.352 1.513
H -1.459 -0.751 1.423
H -1.396 1.437 1.480
H -0.106 1.868 -1.001
H -1.509 0.834 -1.078

=====

Model y:
17
Properties=species:S:1:pos:R:3 method="wB97M-V/def2-TZVPD" spin_multiplicity=1 homo_energy_ev=-11.326 lumo_energy_ev=0.6464
C 0.366 -1.176 -0.890
C 0.216 -0.077 0.086
C 1.212 1.068 -0.027
C 0.076 -0.579 1.497
S -1.435 0.835 -0.471
O -1.576 1.251 -1.862
O -1.820 1.745 0.555
F -2.465 -0.494 -0.320
H -0.469 -1.932 -0.768
H 0.157 -0.874 -1.979
H 1.212 -1.783 -0.800
H 2.031 0.752 0.487
H 0.832 2.142 0.178
H 1.451 1.035 -1.095
H -0.040 0.237 2.150
H -0.823 -1.233 1.497
H 1.077 -0.918 1.762

=====

Most stable = model w

=====

Model w:
22
Properties=species:S:1:pos:R:3 method="wB97M-V/def2-TZVPD" spin_multiplicity=1 total_charge=+1 homo_energy_ev=-13.926 lumo_energy_ev=-6.9211
N 1.301 -2.002 -0.842
C -0.711 -0.116 -0.489
C -0.880 -0.184 0.940
C 0.421 -0.212 1.777
C -1.854 0.992 1.304
C 0.005 0.987 -1.170
N 1.419 0.722 -1.514
H 1.175 -3.004 -0.873
H 1.195 -1.609 -1.774
H 0.592 -1.621 -0.233
H -1.430 -0.627 -1.132
H -1.409 -1.095 1.160
H 0.782 -1.231 1.888
H 0.294 0.254 2.742
H 1.256 0.279 1.276
H -2.252 1.472 0.406
H -1.329 1.762 1.863
H -2.664 0.622 1.922
H -0.050 1.875 -0.533
H -0.490 1.207 -2.102
H 1.919 1.575 -1.686
H 1.910 0.126 -0.873

=====

Model x:
22
Properties=species:S:1:pos:R:3 method="wB97M-V/def2-TZVPD" spin_multiplicity=1 total_charge=+1 homo_energy_ev="-12.634 / -13.816" lumo_energy_ev="-4.1846 / -4.0318"
C -0.042 -1.221 1.629
C -1.236 -0.978 -0.719
C 0.555 1.233 -1.333
C -0.816 1.740 0.627
C -0.157 -0.569 0.282
N 2.032 -1.077 -0.289
N 0.253 0.805 0.045
H -0.225 -2.354 1.786
H 0.858 -0.963 2.301
H -0.884 -0.800 2.246
H -2.195 -1.017 -0.132
H -1.283 -0.418 -1.675
H -1.122 -2.031 -1.000
H -0.286 1.740 -1.676
H 1.580 1.784 -1.302
H 0.760 0.382 -2.087
H -0.522 2.783 0.595
H -1.708 1.506 0.104
H -0.941 1.318 1.607
H 2.219 -0.790 -1.214
H 2.013 -2.121 -0.395
H 1.148 1.047 0.600

=====

Most stable = model w

=====

Model w:
22
Properties=species:S:1:pos:R:3 method="wB97M-V/def2-TZVPD" spin_multiplicity=1 total_charge=+1 homo_energy_ev=-11.846 lumo_energy_ev=-3.7725
N 3.232 0.394 0.732
C 2.231 0.413 -0.329
C 1.136 -0.659 -0.110
C -0.055 -0.155 0.706
C -0.992 0.754 -0.138
C -1.977 -0.070 -0.938
N -3.048 -0.634 -0.034
H 3.023 -0.235 1.493
H 3.371 1.321 1.110
H 2.709 0.195 -1.283
H 1.776 1.402 -0.370
H 0.837 -1.075 -1.078
H 1.617 -1.501 0.383
H 0.321 0.398 1.562
H -0.622 -1.026 1.054
H -1.520 1.412 0.549
H -0.357 1.299 -0.822
H -2.434 0.452 -1.778
H -1.465 -0.918 -1.380
H -3.917 -0.831 -0.527
H -2.709 -1.472 0.443
H -3.249 0.040 0.711

=====

Model x:
22
Properties=species:S:1:pos:R:3 method="wB97M-V/def2-TZVPD" spin_multiplicity=1 total_charge=+1 homo_energy_ev=-13.174 lumo_energy_ev=-3.3220
C 2.262 1.210 0.447
N 1.586 0.476 -0.850
C 0.254 1.119 -1.108
C -0.859 0.713 -0.075
C -0.686 -0.713 0.403
C -1.598 -1.124 1.508
N -0.770 -1.647 -0.806
H 1.881 2.258 0.580
H 2.106 0.660 1.426
H 3.330 1.178 0.188
H 2.193 0.586 -1.582
H 0.063 0.822 -2.191
H 0.337 2.230 -0.978
H -0.705 1.440 0.697
H -1.979 0.966 -0.326
H 0.379 -0.925 0.675
H -1.427 -0.403 2.379
H -1.419 -2.148 1.884
H -2.745 -1.119 1.197
H 0.069 -1.609 -1.415
H -1.520 -1.355 -1.464
H -0.754 -2.614 -0.591

=====

Model y:
22
Properties=species:S:1:pos:R:3 method="wB97M-V/def2-TZVPD" spin_multiplicity=1 total_charge=+1 homo_energy_ev=-12.180 lumo_energy_ev=-3.0180
C 1.185 -0.930 1.852
N 1.136 -0.917 0.352
C 2.332 -0.325 -0.295
H 0.564 -1.725 2.247
H 2.225 -1.077 2.131
H 0.850 0.041 2.205
H 0.306 -0.400 0.007
H 0.987 -1.855 0.000
H 2.323 0.758 -0.224
H 2.359 -0.629 -1.338
H 3.231 -0.719 0.177
C -2.440 1.018 0.279
C -1.467 0.628 -0.801
C -1.441 -0.625 -1.295
N -0.625 1.633 -1.218
H -3.102 1.822 -0.040
H -1.909 1.378 1.167
H -3.048 0.172 0.583
H -0.743 -0.859 -2.094
H -2.171 -1.353 -0.988
H -0.479 2.447 -0.664
H -0.075 1.516 -2.042

=====

Model z:
22
Properties=species:S:1:pos:R:3 method="wB97M-V/def2-TZVPD" spin_multiplicity=1 total_charge=+1 homo_energy_ev=-14.291 lumo_energy_ev=-2.7436
C 1.534 0.715 -1.022
C 0.863 0.325 1.591
C -1.650 -1.194 -0.331
C -1.467 1.177 0.010
C 0.940 -0.158 0.057
N 1.218 -1.496 -0.042
N -0.796 -0.005 -0.575
H 2.545 1.112 -0.646
H 1.735 0.214 -1.916
H 0.885 1.576 -1.070
H -0.227 0.205 1.813
H 1.561 -0.173 2.189
H 1.030 1.471 1.617
H -1.952 -1.632 -1.287
H -1.008 -1.795 0.375
H -2.440 -0.980 0.360
H -1.697 0.926 1.131
H -0.917 2.018 -0.045
H -2.497 1.399 -0.408
H 1.403 -2.073 0.760
H 1.516 -1.822 -0.963
H -0.579 0.189 -1.599

=====

Most stable = model y

=====

Model w:
22
Properties=species:S:1:pos:R:3 method="wB97M-V/def2-TZVPD" spin_multiplicity=1 total_charge=+1 homo_energy_ev=-12.011 lumo_energy_ev=-3.8531
N -1.007 1.194 -2.775
C -1.153 0.152 -1.785
C 0.103 -0.695 -1.478
C 1.110 -0.016 -0.527
C 1.113 -0.517 0.915
C -0.242 -0.499 1.618
N -0.165 0.316 2.891
H -0.257 1.034 -3.429
H -0.825 2.099 -2.350
H -1.946 -0.521 -2.105
H -1.497 0.621 -0.856
H -0.286 -1.648 -1.086
H 0.604 -0.880 -2.428
H 0.963 1.058 -0.596
H 2.106 -0.178 -0.920
H 1.504 -1.526 0.913
H 1.810 0.117 1.467
H -0.534 -1.502 1.933
H -0.982 -0.053 0.972
H 0.066 1.295 2.745
H 0.559 -0.093 3.484
H -1.044 0.243 3.397

=====

Model x:
22
Properties=species:S:1:pos:R:3 method="wB97M-V/def2-TZVPD" spin_multiplicity=1 total_charge=+1 homo_energy_ev=-13.556 lumo_energy_ev=-3.2124
C -2.317 2.113 0.070
C -1.132 1.722 -0.797
N -0.732 0.299 -0.735
C 0.677 -0.091 -0.769
C 0.888 -1.421 0.004
C 2.369 -1.578 0.400
N 0.008 -1.389 1.242
H -3.210 1.558 -0.232
H -2.189 1.944 1.147
H -2.491 3.171 -0.136
H -1.138 2.123 -1.820
H -0.269 2.292 -0.407
H -1.184 -0.105 -1.551
H 1.123 -0.171 -1.755
H 1.323 0.677 -0.325
H 0.532 -2.262 -0.596
H 3.079 -1.178 -0.314
H 2.487 -0.961 1.316
H 2.598 -2.595 0.698
H -0.566 -2.226 1.293
H -0.473 -0.473 1.206
H 0.619 -1.450 2.063

=====

Most stable = model x